# 1
Entry from the OMol25 dataset: an isolated ion of composition C10H24N3O and charge +1 at a distorted geometry (ωB97M-V/def2-TZVPD).

Maximum force (eV Å⁻¹): 4.6
Electronic energy (Eh): -634.52965
HOMO (eV): -10.203
E_LUMO (eV): -2.51
Net charge: +1
Kohn-Sham gap (eV): 7.7
ΔE to the lowest compared entry with this formula, charge and spin (kcal/mol): 89.8

Last column: natural (NBO) charge in e.
Geometry (Å):
C1 1.128 -0.639 -0.858  -0.45
C2 0.523 -0.181 -2.088  -0.50
C3 0.915 0.213 0.476  -0.13
C4 -0.907 -0.616 -2.320  0.70
C5 0.363 2.905 1.468  -0.68
C6 -2.639 -0.272 1.434  -0.63
C7 2.731 -1.376 1.609  -0.44
C8 -0.495 -0.998 -4.743  -0.42
C9 -0.672 2.061 0.819  -0.22
C10 -1.172 -0.138 1.924  -0.25
N1 1.682 -0.321 1.654  -0.56
N2 -0.424 0.570 0.813  -0.50
N3 -1.243 -1.076 -3.529  -0.60
O1 -1.774 -0.445 -1.468  -0.68
H1 0.718 -1.675 -0.838  0.18
H2 2.250 -0.779 -0.983  0.23
H3 0.453 0.948 -2.253  0.24
H4 1.026 -0.597 -2.944  0.24
H5 0.373 4.041 1.355  0.27
H6 0.552 2.708 2.580  0.21
H7 1.367 2.717 0.851  0.24
H8 -3.014 0.798 1.044  0.22
H9 -2.590 -0.871 0.570  0.24
H10 -3.320 -0.834 2.100  0.25
H11 3.712 -1.214 2.019  0.25
H12 2.323 -2.334 2.101  0.23
H13 2.808 -1.639 0.497  0.24
H14 0.275 -1.892 -4.678  0.20
H15 -1.083 -1.103 -5.642  0.24
H16 -0.008 0.031 -4.717  0.21
H17 -1.595 2.233 1.313  0.21
H18 -0.798 2.398 -0.230  0.23
H19 -0.973 0.467 2.848  0.21
H20 -0.882 -1.218 2.164  0.22
H21 2.099 0.613 1.905  0.45
H22 -2.210 -1.507 -3.653  0.42
H23 1.050 -0.534 2.538  0.41
H24 -0.928 0.111 0.018  0.53

***

# 2
Entry from the OMol25 dataset: C32H42AsIrN4O3S3 as an isolated structure (ωB97M-V/def2-TZVPD).

2S+1: 2
Maximum force (eV Å⁻¹): 0.8
Electronic energy (Eh): -5223.82324
HOMO (alpha / beta) (eV): -9.992 / -10.615
E_LUMO (alpha / beta) (eV): -2.18 / -4.08
Net charge: +1
Kohn-Sham gap (alpha / beta) (eV): 7.8 / 6.5
ΔE to the lowest compared entry with this formula, charge and spin (kcal/mol): 1.1

Last column: Löwdin spin population.
Geometry (Å):
Ir1 0.174 0.655 -0.021  0.01
C1 -3.156 3.163 0.779  0.00
C2 -1.867 3.260 1.590  0.00
S1 -0.239 2.789 0.925  0.00
C3 -0.119 3.769 -0.591  0.00
C4 -0.952 3.266 -1.768  0.00
S2 -0.869 1.458 -1.978  0.00
C5 -2.580 1.018 -2.368  0.00
C6 -3.735 1.623 -1.571  0.00
S3 -3.647 1.506 0.233  0.00
H1 -3.112 3.825 -0.081  0.00
H2 -3.962 3.532 1.414  0.00
H3 -1.952 2.714 2.531  0.00
H4 -1.710 4.308 1.853  0.00
H5 0.940 3.703 -0.833  0.00
H6 -0.353 4.810 -0.366  0.00
H7 -0.565 3.714 -2.683  0.00
H8 -1.994 3.555 -1.683  0.00
H9 -2.580 -0.073 -2.322  0.00
H10 -2.709 1.284 -3.420  0.00
H11 -4.646 1.095 -1.855  0.00
H12 -3.896 2.666 -1.840  0.00
N1 -1.253 -0.534 0.910  0.00
N2 -1.158 -1.838 0.360  0.00
C7 -0.482 -2.010 -0.856  0.00
O1 -0.611 -3.026 -1.490  0.00
O2 0.296 -1.004 -1.187  0.00
H13 -1.049 -0.610 1.907  0.00
H14 -2.182 -0.128 0.785  0.00
H15 -1.928 -2.461 0.548  0.00
C8 5.907 1.696 6.801  0.00
C9 5.246 1.391 5.487  0.01
C10 4.312 2.255 4.932  0.00
C11 3.706 1.988 3.712  0.01
C12 2.722 2.990 3.165  0.01
C13 4.038 0.807 3.027  0.05
As1 3.226 0.629 1.275  0.37
N3 1.501 0.186 1.524  0.19
C14 1.119 -0.258 2.809  0.01
C15 0.097 0.396 3.511  0.02
C16 -0.284 -0.015 4.780  0.00
C17 0.357 -1.083 5.390  0.03
C18 1.379 -1.733 4.711  0.00
C19 1.751 -1.332 3.439  0.03
C20 4.414 -0.379 0.137  0.08
C21 4.261 -1.715 -0.244  0.02
C22 3.099 -2.570 0.159  0.00
C23 5.273 -2.288 -1.009  0.00
C24 6.398 -1.581 -1.408  0.01
C25 7.474 -2.231 -2.229  0.00
C26 6.502 -0.245 -1.037  0.00
C27 5.525 0.377 -0.276  0.01
C28 5.685 1.839 0.060  0.02
C29 4.974 -0.086 3.568  0.02
C30 5.395 -1.391 2.942  0.00
C31 5.557 0.233 4.790  0.00
H16 5.474 2.578 7.268  0.00
H17 6.975 1.876 6.663  0.00
H18 5.806 0.858 7.491  0.00
H19 4.050 3.166 5.458  0.00
H20 2.576 3.801 3.876  0.00
H21 1.749 2.536 2.972  0.00
H22 3.073 3.428 2.226  0.01
H23 -0.368 1.272 3.074  0.00
H24 -1.074 0.514 5.298  0.00
H25 0.070 -1.400 6.383  0.00
H26 1.888 -2.570 5.170  0.00
H27 2.533 -1.869 2.921  0.00
H28 2.173 -2.144 -0.208  0.00
H29 3.017 -2.676 1.243  0.00
H30 3.199 -3.567 -0.266  0.00
H31 5.169 -3.326 -1.301  0.00
H32 7.249 -3.278 -2.423  0.00
H33 8.436 -2.177 -1.716  0.00
H34 7.589 -1.724 -3.188  0.00
H35 7.360 0.333 -1.362  0.00
H36 6.561 2.245 -0.441  0.00
H37 5.812 2.005 1.133  0.00
H38 4.820 2.421 -0.268  0.01
H39 4.694 -1.775 2.206  0.00
H40 5.516 -2.145 3.721  0.00
H41 6.358 -1.284 2.437  0.00
H42 6.272 -0.464 5.215  0.00
O3 2.879 1.278 -3.043  0.01
C32 2.351 1.352 -2.000  0.01
N4 1.811 1.501 -0.933  0.04

***

# 3
Entry from the OMol25 dataset: C24H43GaIP2 as an isolated structure at a distorted geometry (ωB97M-V/def2-TZVPD).

Maximum force (eV Å⁻¹): 3.5
Electronic energy (Eh): -3845.10612
HOMO (alpha / beta) (eV): -9.372 / -9.268
E_LUMO (alpha / beta) (eV): -3.31 / -3.42
Net charge: +1
Kohn-Sham gap (alpha / beta) (eV): 6.1 / 5.8
ΔE to the lowest compared entry with this formula, charge and spin (kcal/mol): 0.0

Last column: Löwdin charge in e.
Geometry (Å):
Ga1 3.665 0.100 -0.067  0.64
C1 -4.250 0.356 0.608  -0.18
C2 -4.117 -0.237 -0.682  -0.26
C3 -4.467 -1.924 0.842  -0.25
C4 -4.473 -0.692 1.543  -0.24
C5 -4.257 -1.647 -0.536  -0.27
C6 -4.212 1.798 0.913  -0.02
H1 -3.578 2.334 0.200  0.07
H2 -3.825 1.966 1.925  0.08
H3 -5.216 2.247 0.865  0.11
C7 -4.674 -0.551 3.001  -0.05
H4 -4.633 0.500 3.296  0.07
H5 -3.901 -1.103 3.556  0.08
H6 -5.649 -0.955 3.310  0.09
C8 -4.631 -3.252 1.460  -0.04
H7 -5.606 -3.336 1.967  0.10
H8 -3.852 -3.433 2.219  0.09
H9 -4.573 -4.044 0.705  0.07
C9 -4.218 -2.640 -1.622  -0.05
H10 -5.239 -2.939 -1.916  0.10
H11 -3.689 -3.553 -1.309  0.07
H12 -3.723 -2.234 -2.514  0.07
C10 -3.905 0.477 -1.956  -0.05
H13 -4.862 0.627 -2.486  0.09
H14 -3.242 -0.094 -2.621  0.07
H15 -3.462 1.468 -1.780  0.07
C11 3.965 1.862 0.672  -0.35
C12 2.881 2.848 0.239  -0.47
C13 2.861 3.156 -1.270  -0.21
C14 2.503 1.979 -2.187  -0.17
C15 3.253 0.677 -1.920  -0.23
C16 4.674 0.572 -1.682  -0.23
C17 5.562 1.768 -1.363  -0.18
C18 5.332 2.273 0.105  -0.20
H16 3.846 3.549 -1.556  0.10
H17 2.663 2.315 -3.232  0.13
H18 2.154 3.978 -1.460  0.10
H19 5.491 3.360 0.152  0.12
H20 4.006 1.746 1.766  0.10
H21 3.105 3.817 0.728  0.09
H22 6.096 1.817 0.748  0.11
H23 6.615 1.445 -1.455  0.12
H24 5.190 -0.257 -2.172  0.11
H25 5.447 2.597 -2.084  0.11
H26 1.415 1.790 -2.113  0.11
H27 2.805 -0.168 -2.470  0.11
P1 1.134 2.598 1.070  0.88
P2 0.672 -3.399 -0.187  0.52
C19 2.605 -1.394 0.881  -0.28
C20 2.358 -2.819 0.315  -0.39
H28 1.647 -0.927 1.154  -0.05
H29 3.185 -1.497 1.818  0.05
H30 3.004 -2.975 -0.565  0.08
H31 2.679 -3.554 1.075  0.09
C21 0.073 -4.923 0.550  -0.24
H32 -0.927 -5.166 0.159  0.07
H33 0.009 -4.824 1.644  0.07
H34 0.760 -5.745 0.293  0.07
C22 0.729 -3.513 -1.992  -0.25
H35 1.492 -4.260 -2.272  0.07
H36 1.013 -2.538 -2.421  0.06
H37 -0.252 -3.810 -2.387  0.06
C23 1.430 3.401 2.699  -0.31
H38 0.521 3.936 3.016  0.04
H39 2.284 4.090 2.653  0.04
H40 1.643 2.597 3.421  0.03
C24 0.077 3.829 0.218  -0.32
H41 -0.945 3.652 0.594  0.02
H42 0.077 3.649 -0.866  0.03
H43 0.364 4.867 0.423  0.05
I1 -0.907 -1.639 0.339  0.85

***

# 4
Entry from the OMol25 dataset: a 2-piece molecular cluster, C7H9N3 overall at a distorted geometry (ωB97M-V/def2-TZVPD).

Maximum force (eV Å⁻¹): 1.0
Electronic energy (Eh): -436.31045
HOMO (eV): -7.853
E_LUMO (eV): 0.35
Kohn-Sham gap (eV): 8.2
ΔE to the lowest compared entry with this formula, charge and spin (kcal/mol): 66.4

Last column: natural (NBO) charge in e.
Geometry (Å):
N1 1.906 -1.664 -0.378  -0.62
N2 1.390 -0.434 -0.509  -0.22
C1 0.142 -0.169 -0.357  0.14
C2 -0.266 1.189 -0.600  -0.20
C3 -1.505 1.626 -0.316  -0.22
C4 -2.503 0.727 0.203  -0.24
C5 -2.235 -0.568 0.382  -0.14
C6 -0.900 -1.169 0.090  -0.52
H1 1.423 -2.351 0.196  0.35
H2 2.904 -1.610 -0.226  0.39
H3 0.483 1.848 -1.014  0.22
H4 -1.779 2.658 -0.482  0.21
H5 -3.480 1.131 0.422  0.21
H6 -2.992 -1.250 0.745  0.21
H7 -0.536 -1.692 0.989  0.22
H8 -1.015 -1.946 -0.681  0.24
C7 2.953 1.227 0.500  0.12
N3 3.938 0.680 0.328  -0.36
H9 2.071 1.771 0.706  0.23

***

# 5
Entry from the OMol25 dataset: C48H57GeN2OP2SeSiV as an isolated structure at a distorted geometry (ωB97M-V/def2-TZVPD).

2S+1: 2
Maximum force (eV Å⁻¹): 2.5
Electronic energy (Eh): -8441.78026
HOMO (alpha / beta) (eV): -15.778 / -15.786
E_LUMO (alpha / beta) (eV): -9.24 / -8.76
Net charge: +3
Kohn-Sham gap (alpha / beta) (eV): 6.5 / 7.0
ΔE to the lowest compared entry with this formula, charge and spin (kcal/mol): 0.0

Last column: Löwdin spin population.
Geometry (Å):
V1 0.475 0.277 0.166  1.13
C1 3.729 1.472 -0.315  -0.02
Si1 2.081 2.214 0.064  -0.05
C2 2.043 3.044 1.710  -0.01
C3 3.018 3.981 2.085  0.00
C4 2.905 4.668 3.284  0.00
C5 1.820 4.433 4.126  0.00
C6 0.854 3.505 3.777  0.00
C7 0.979 2.802 2.577  0.00
P1 -0.319 1.673 2.023  -0.02
C8 -0.756 0.618 3.426  0.00
C9 -2.024 0.034 3.497  0.00
C10 -2.370 -0.736 4.594  0.00
C11 -1.448 -0.952 5.615  0.00
C12 -0.182 -0.388 5.542  0.00
C13 0.164 0.402 4.453  0.00
C14 -1.719 2.743 1.640  -0.01
C15 -2.727 3.006 2.567  0.00
C16 -3.693 3.957 2.267  0.00
C17 -3.656 4.639 1.056  0.00
C18 -2.642 4.387 0.140  0.00
C19 -1.674 3.443 0.433  0.00
C20 1.511 3.240 -1.364  -0.01
C21 1.986 4.546 -1.546  0.00
C22 1.690 5.249 -2.702  0.00
C23 0.925 4.656 -3.704  0.00
C24 0.440 3.369 -3.540  0.00
C25 0.725 2.666 -2.368  0.00
P2 0.093 0.990 -2.118  -0.01
C26 0.911 -0.074 -3.326  0.00
C27 2.235 0.202 -3.678  0.00
C28 2.900 -0.627 -4.571  0.00
C29 2.249 -1.733 -5.106  0.00
C30 0.934 -2.013 -4.751  0.00
C31 0.262 -1.188 -3.859  0.00
C32 -1.675 0.958 -2.487  0.00
C33 -2.127 1.003 -3.811  0.00
C34 -3.486 1.041 -4.078  0.00
C35 -4.407 1.037 -3.034  0.00
C36 -3.969 0.984 -1.720  0.00
C37 -2.607 0.940 -1.452  0.00
H1 4.415 2.280 -0.600  0.00
H2 4.158 0.951 0.545  0.00
H3 3.671 0.782 -1.161  0.00
H4 3.870 4.182 1.442  0.00
H5 3.659 5.394 3.564  0.00
H6 1.730 4.979 5.057  0.00
H7 0.013 3.329 4.437  0.00
H8 -2.748 0.201 2.709  0.00
H9 -3.363 -1.163 4.662  0.00
H10 -1.728 -1.541 6.480  0.00
H11 0.527 -0.540 6.346  0.00
H12 1.131 0.889 4.432  0.00
H13 -2.764 2.492 3.518  0.00
H14 -4.473 4.170 2.987  0.00
H15 -4.415 5.378 0.831  0.00
H16 -2.603 4.931 -0.797  0.00
H17 -0.867 3.278 -0.273  0.00
H18 2.588 5.024 -0.778  0.00
H19 2.057 6.261 -2.830  0.00
H20 0.704 5.202 -4.613  0.00
H21 -0.158 2.927 -4.325  0.00
H22 2.733 1.085 -3.294  0.00
H23 3.916 -0.399 -4.866  0.00
H24 2.763 -2.369 -5.818  0.00
H25 0.423 -2.864 -5.185  0.00
H26 -0.768 -1.400 -3.601  0.00
H27 -1.427 0.983 -4.637  0.00
H28 -3.830 1.071 -5.105  0.00
H29 -5.468 1.077 -3.250  0.00
H30 -4.683 0.990 -0.905  0.00
H31 -2.291 0.915 -0.418  0.00
C38 -5.206 -4.622 -0.797  0.00
Ge1 -3.388 -4.009 -0.938  0.00
C39 -2.096 -5.309 -0.297  0.00
C40 -2.866 -3.420 -2.711  0.00
C41 -3.233 -2.368 0.165  0.00
Se1 -1.395 -1.770 0.443  0.01
C42 -0.838 -2.818 1.977  0.00
H32 -5.337 -5.517 -1.406  0.00
H33 -5.900 -3.860 -1.152  0.00
H34 -5.447 -4.870 0.237  0.00
H35 -2.132 -6.194 -0.937  0.00
H36 -2.315 -5.630 0.724  0.00
H37 -1.086 -4.896 -0.341  0.00
H38 -2.930 -4.244 -3.425  0.00
H39 -1.831 -3.072 -2.679  0.00
H40 -3.511 -2.612 -3.066  0.00
H41 -3.692 -2.452 1.151  0.00
H42 -3.714 -1.543 -0.364  0.00
H43 -0.615 -3.834 1.665  0.00
H44 -1.635 -2.810 2.714  0.00
H45 0.038 -2.340 2.411  0.00
C43 1.904 -2.888 -1.508  0.00
N1 2.705 -2.836 -0.273  0.00
C44 3.750 -3.881 -0.143  0.00
C45 4.100 -4.095 1.311  0.00
C46 4.468 -2.762 1.921  0.00
N2 3.381 -1.782 1.687  0.00
C47 3.274 -0.717 2.691  0.00
C48 2.611 -1.888 0.624  0.00
O1 1.660 -0.944 0.447  -0.01
H46 1.520 -3.900 -1.621  0.00
H47 2.532 -2.644 -2.366  0.00
H48 1.064 -2.210 -1.467  0.00
H49 4.622 -3.573 -0.723  0.00
H50 3.348 -4.783 -0.597  0.00
H51 4.938 -4.784 1.394  0.00
H52 3.253 -4.535 1.843  0.00
H53 5.389 -2.367 1.489  0.00
H54 4.607 -2.833 2.997  0.00
H55 3.002 -1.153 3.651  0.00
H56 2.535 0.023 2.417  0.00
H57 4.241 -0.223 2.788  0.00

***

# 6
Entry from the OMol25 dataset: a 3-piece molecular cluster, C20H22IN3O10PS overall at a distorted geometry (ωB97M-V/def2-TZVPD).

Maximum force (eV Å⁻¹): 8.6
Electronic energy (Eh): -2728.58444
HOMO (eV): -11.687
E_LUMO (eV): -4.50
Net charge: +1
Kohn-Sham gap (eV): 7.2

Last column: natural (NBO) charge in e.
Geometry (Å):
N1 3.638 1.325 0.851  -1.23
P1 2.189 1.770 0.331  1.25
C1 1.247 0.353 -0.596  -0.31
S1 2.081 0.459 -2.272  0.08
C2 1.583 -1.189 -0.165  -0.47
C3 0.112 -1.938 -0.122  -0.47
C4 -0.753 -0.610 0.328  0.06
I1 -0.003 -0.441 2.423  0.26
C5 -2.285 -0.952 0.592  -0.52
C6 -3.240 0.497 0.497  0.07
C7 -2.708 1.748 1.516  -0.27
O1 -4.029 0.847 1.751  -0.52
N2 -0.288 0.516 -0.532  -0.37
N3 -0.964 0.937 -1.672  -0.39
C8 -1.328 -0.029 -2.479  0.89
O2 -1.800 -0.935 -3.201  -0.39
H1 3.799 0.335 0.595  0.37
H2 1.383 2.320 1.387  -0.02
H3 2.412 2.824 -0.642  -0.01
H4 1.342 -0.336 -3.173  0.16
H5 2.316 -1.389 0.693  0.28
H6 2.154 -1.634 -1.071  0.25
H7 -0.126 -2.275 -1.207  0.22
H8 0.008 -2.881 0.520  0.29
H9 -2.779 -1.661 -0.188  0.25
H10 -2.514 -1.392 1.630  0.30
H11 -3.677 0.812 -0.591  0.24
H12 -2.307 1.485 2.555  0.26
H13 -3.258 2.721 1.249  0.25
H14 -0.400 1.343 0.113  0.47
C9 -3.258 1.859 8.130  -0.35
C10 -2.247 1.220 7.536  0.29
C11 -2.319 0.817 6.103  0.49
O3 -1.367 0.250 5.585  -0.57
C12 -3.550 1.119 5.364  -0.39
C13 -4.562 1.755 5.959  0.32
C14 -4.480 2.182 7.384  0.47
O4 -5.415 2.777 7.891  -0.50
O5 -5.713 2.039 5.283  -0.63
O6 -1.105 0.912 8.220  -0.63
H15 -3.217 2.159 9.169  0.26
H16 -3.597 0.805 4.329  0.24
H17 -6.287 2.500 5.929  0.51
H18 -0.530 0.456 7.574  0.50
C15 4.894 -1.190 -7.691  -0.34
C16 4.667 -0.425 -6.621  0.29
C17 3.753 -0.868 -5.530  0.49
O7 3.583 -0.150 -4.554  -0.58
C18 3.083 -2.164 -5.677  -0.39
C19 3.306 -2.928 -6.749  0.33
C20 4.241 -2.498 -7.828  0.46
O8 4.436 -3.228 -8.783  -0.49
O9 2.687 -4.134 -6.899  -0.63
O10 5.266 0.795 -6.484  -0.63
H19 5.556 -0.882 -8.489  0.26
H20 2.409 -2.466 -4.887  0.23
H21 3.014 -4.491 -7.750  0.51
H22 4.945 1.149 -5.631  0.50